(1)
138
Properties=species:S:1:pos:R:3:lowdin_charge:R:1 method="wB97M-V/def2-TZVPD" total_charge=+1 total_energy_ev=-516244.46976 mol_weight_g_mol=1973.4 homo_lumo_gap_ha=0.2752
C 2.516 0.824 4.746 0.0153
C 3.646 1.460 3.937 -0.4821
O 4.592 2.018 4.441 0.1383
O 3.515 1.305 2.557 -0.0786
C 4.637 0.554 2.079 -0.1650
C 4.546 0.205 0.607 -0.0777
N 3.437 -0.745 0.157 -0.1473
P 3.649 -2.463 0.677 0.5191
N 3.596 -2.615 2.213 -0.0918
O 2.464 -3.389 0.103 -0.1139
O 5.068 -2.939 0.149 -0.0984
C 3.621 -0.610 -1.370 -0.2288
C 3.399 -1.830 -2.297 -0.2298
N 3.674 -1.390 -3.687 0.0256
C 2.658 0.533 -1.894 -0.0045
C 1.748 1.000 -0.686 -0.4143
C 0.253 0.825 -1.007 -0.1211
C -0.381 1.906 -1.925 -0.2464
C -1.860 2.205 -1.521 -0.4306
S -2.992 1.993 -2.943 0.8363
C -4.362 0.967 -2.305 -1.0308
S -4.211 -0.645 -2.435 0.7004
N -5.465 1.653 -1.787 -0.0391
C -6.175 0.923 -0.749 -0.2718
C -5.583 0.303 0.336 -0.0902
C -6.366 -0.341 1.261 -0.0917
C -7.742 -0.365 1.171 -0.0690
C -8.321 0.262 0.080 -0.0625
C -7.542 0.889 -0.865 -0.0558
C -5.188 3.031 -1.418 -0.2768
C -5.316 4.051 -2.342 -0.0612
C -5.058 5.367 -2.046 -0.0712
C -4.688 5.717 -0.762 -0.0856
C -4.592 4.727 0.191 -0.0733
C -4.821 3.403 -0.141 -0.0288
O 2.185 2.075 0.089 -0.0515
C 2.371 3.303 -0.614 -0.1290
C 3.421 4.198 0.106 -0.4003
C 3.905 5.291 -0.863 -0.0342
O 4.471 3.447 0.684 -0.0188
C 2.017 -0.257 0.231 -0.5633
Cl 1.143 -0.420 1.757 0.7756
H 1.580 1.257 4.367 0.0820
H 2.670 1.034 5.802 0.0943
H 2.531 -0.246 4.504 0.0698
H 4.890 -0.284 2.745 0.1309
H 5.501 1.236 2.174 0.1418
H 5.490 -0.286 0.336 0.1455
H 4.538 1.137 0.034 0.1258
H 3.395 -1.731 2.669 -0.0430
H 1.676 -3.032 0.555 0.0740
H 4.991 -3.846 -0.207 0.0245
H 4.592 -0.226 -1.691 0.1460
H 2.331 -2.100 -2.259 0.1212
H 4.030 -2.701 -2.110 0.0960
H 2.809 -1.086 -4.124 0.0737
H 3.904 -2.239 -4.198 0.0826
H 1.948 0.210 -2.657 0.1199
H 3.340 1.298 -2.269 0.1264
H -0.345 0.804 -0.086 0.0982
H 0.057 -0.144 -1.488 0.1358
H -0.443 1.476 -2.937 0.0829
H 0.191 2.827 -2.025 0.0553
H -1.895 3.270 -1.260 0.0684
H -2.190 1.571 -0.693 0.0770
H -4.499 0.324 0.424 0.0839
H -5.880 -0.851 2.091 0.0688
H -8.374 -0.855 1.905 0.1104
H -9.408 0.247 0.025 0.1139
H -8.062 1.363 -1.707 -0.0555
H -5.637 3.773 -3.347 0.1232
H -5.162 6.089 -2.852 0.1137
H -4.495 6.749 -0.479 0.0917
H -4.336 4.961 1.222 0.1103
H -4.707 2.685 0.668 0.1136
H 1.426 3.864 -0.604 0.1184
H 2.711 3.201 -1.656 0.1222
H 2.855 4.710 0.898 0.0704
H 3.135 6.072 -0.891 0.0416
H 4.792 5.765 -0.428 0.0942
H 4.068 4.925 -1.884 0.0857
H 5.282 3.572 0.177 0.1010
H 1.520 -1.025 -0.382 0.0896
C 5.040 -7.244 -0.528 -1.5737
Cl 4.981 -5.966 -1.756 0.5491
Cl 4.261 -6.700 0.958 0.5611
Cl 4.285 -8.716 -1.131 0.5563
H 6.087 -7.458 -0.308 -0.1401
C 4.623 -12.377 0.819 -1.5594
Cl 3.786 -11.486 2.094 0.5142
Cl 6.111 -13.097 1.435 0.5150
Cl 3.569 -13.609 0.125 0.5318
H 4.886 -11.676 0.036 -0.0129
C -2.101 -1.960 3.375 -1.5206
Cl -0.769 -1.300 4.328 0.4992
Cl -3.242 -0.686 2.936 0.5811
Cl -1.506 -2.783 1.926 0.5190
H -2.621 -2.688 3.984 -0.0357
C -9.858 2.826 -4.537 -1.5039
Cl -9.085 1.875 -3.257 0.6375
Cl -9.238 2.356 -6.118 0.5403
Cl -11.612 2.640 -4.473 0.5556
H -9.621 3.870 -4.375 0.0171
C 9.428 -12.232 4.050 -1.5300
Cl 10.732 -11.518 4.998 0.5369
Cl 8.231 -11.010 3.617 0.4834
Cl 10.072 -13.018 2.600 0.5006
H 8.941 -12.986 4.655 0.0152
C -0.908 3.737 -5.568 -1.5440
Cl 0.722 3.722 -6.250 0.5291
Cl -0.901 4.465 -3.958 0.5531
Cl -2.022 4.591 -6.631 0.5527
H -1.247 2.712 -5.472 -0.0019
C -1.370 -4.050 7.577 -1.5320
Cl 0.076 -3.248 6.958 0.5064
Cl -1.708 -3.539 9.227 0.5445
Cl -2.765 -3.732 6.533 0.5404
H -1.190 -5.117 7.581 0.0149
C 0.753 7.127 2.145 -1.5204
Cl 0.849 6.836 0.406 0.5282
Cl -0.909 6.973 2.709 0.5399
Cl 1.814 6.020 3.025 0.5638
H 1.085 8.140 2.335 0.0154
C 9.517 -8.859 -0.014 -1.4912
Cl 10.174 -7.593 1.021 0.5502
Cl 9.551 -10.416 0.799 0.5140
Cl 7.854 -8.467 -0.504 0.5983
H 10.127 -8.919 -0.908 0.0184
C -1.607 9.552 -1.465 -1.5308
Cl -0.318 9.912 -0.315 0.5157
Cl -1.452 7.888 -2.034 0.4965
Cl -3.190 9.825 -0.737 0.5375
H -1.506 10.213 -2.316 0.0164
C -14.639 3.382 -2.474 -1.5732
Cl -13.859 4.657 -1.534 0.5159
Cl -14.602 1.851 -1.594 0.5175
Cl -16.298 3.830 -2.873 0.5306
H -14.090 3.257 -3.400 -0.0445


(2)
101
Properties=species:S:1:pos:R:3:lowdin_charge:R:1 method="wB97M-V/def2-TZVPD" total_charge=+3 multiplicity=3 s2=2.036 total_energy_ev=-104319.88890 relative_energy_kcal_mol=6.27 mol_weight_g_mol=750.7 homo_lumo_gap_ha="0.2530 / 0.2772"
V 0.174 0.378 0.062 0.5926
C 4.078 -0.827 0.281 -0.2364
P 2.922 0.489 -0.214 0.8488
C 3.669 1.035 -1.789 -0.2204
C 3.454 1.877 0.866 -0.3907
C 2.493 3.059 0.743 -0.3813
P 0.843 2.533 1.309 0.8397
C 1.145 2.224 3.077 -0.2123
C -0.133 4.058 1.344 -0.2268
H 5.093 -0.465 0.107 0.0730
H 3.931 -1.728 -0.316 0.0473
H 3.979 -1.070 1.337 0.0426
H 4.626 1.500 -1.549 0.0704
H 3.059 1.751 -2.331 0.0337
H 3.850 0.186 -2.442 0.0363
H 4.463 2.159 0.565 0.1007
H 3.518 1.531 1.899 0.0822
H 2.437 3.422 -0.287 0.0874
H 2.808 3.900 1.363 0.1069
H 1.721 3.067 3.465 0.0794
H 1.710 1.307 3.245 0.0467
H 0.205 2.150 3.629 0.0414
H 0.334 4.730 2.065 0.0714
H -1.156 3.862 1.665 0.0633
H -0.147 4.551 0.373 0.0555
N -0.646 -1.909 -0.216 0.0259
C -1.273 -2.319 -1.466 -0.3193
C -2.139 -3.398 -1.526 -0.0064
C -2.611 -3.813 -2.762 -0.0221
C -2.188 -3.180 -3.930 -0.0272
C -1.328 -2.098 -3.856 -0.0552
C -0.907 -1.634 -2.608 -0.3088
P 0.207 -0.238 -2.409 1.0662
C -0.514 1.199 -3.249 -0.3731
C 0.193 2.403 -3.173 -0.1253
C -0.265 3.543 -3.815 -0.0479
C -1.451 3.491 -4.541 -0.0414
C -2.173 2.307 -4.602 -0.0443
C -1.711 1.162 -3.957 -0.0679
C 1.647 -0.754 -3.369 -0.3942
C 2.311 -1.904 -2.935 -0.1249
C 3.382 -2.407 -3.653 -0.0508
C 3.792 -1.760 -4.818 -0.0353
C 3.124 -0.629 -5.260 -0.0353
C 2.045 -0.122 -4.538 -0.0723
H 0.246 -2.395 -0.145 0.0947
H -1.190 -2.242 0.576 0.1052
H -2.420 -3.930 -0.624 0.1267
H -3.287 -4.657 -2.819 0.1267
H -2.523 -3.539 -4.894 0.1264
H -0.982 -1.618 -4.765 0.1275
H 1.123 2.456 -2.618 0.0813
H 0.303 4.464 -3.764 0.1207
H -1.804 4.372 -5.063 0.1232
H -3.093 2.266 -5.171 0.1217
H -2.299 0.255 -4.006 0.1032
H 1.988 -2.425 -2.036 0.1014
H 3.891 -3.304 -3.321 0.1209
H 4.628 -2.150 -5.385 0.1244
H 3.434 -0.138 -6.174 0.1239
H 1.533 0.762 -4.895 0.1116
N -5.479 2.261 -1.663 0.2011
C -4.290 1.874 -1.208 -0.2736
C -3.185 2.752 -1.173 0.0190
C -1.993 2.308 -0.704 -0.1547
N -1.750 1.040 -0.240 -0.0903
C -2.846 0.209 -0.266 -0.1112
C -4.073 0.563 -0.722 0.0278
H -5.638 3.202 -1.984 0.1345
H -6.269 1.636 -1.668 0.1347
H -3.278 3.775 -1.514 0.1361
H -1.154 2.983 -0.702 0.0722
H -2.706 -0.779 0.137 0.1008
H -4.879 -0.159 -0.693 0.1331
C -1.157 -2.440 7.544 -0.0630
C -1.986 -2.049 6.333 -0.1928
N -1.999 -0.601 6.068 -0.0329
C -2.770 0.258 7.000 -0.1670
C -1.885 1.034 7.959 -0.0552
C -1.411 0.000 5.038 -0.4076
O -1.535 1.195 4.763 0.0422
C -0.491 -0.764 4.093 -0.0708
C 0.495 -1.674 4.417 0.0488
C 1.390 -2.091 3.430 0.0130
C 1.296 -1.560 2.169 -0.1229
N 0.349 -0.641 1.843 -0.1038
C -0.527 -0.288 2.796 -0.0933
H -1.046 -3.524 7.586 0.0896
H -1.636 -2.125 8.472 0.0848
H -0.163 -1.986 7.524 0.0751
H -3.025 -2.343 6.484 0.1294
H -1.659 -2.569 5.435 0.1058
H -3.448 -0.406 7.535 0.1259
H -3.369 0.940 6.401 0.1230
H -1.226 0.372 8.524 0.0734
H -2.507 1.574 8.673 0.0904
H -1.277 1.763 7.423 0.0755
H 0.591 -2.052 5.427 0.1237
H 2.166 -2.813 3.649 0.1338
H 1.979 -1.853 1.386 0.0860
H -1.284 0.448 2.545 0.1283


(3)
114
Properties=species:S:1:pos:R:3:lowdin_charge:R:1 method="wB97M-V/def2-TZVPD" total_charge=+1 total_energy_ev=-92014.89356 mol_weight_g_mol=859.6 homo_lumo_gap_ha=0.1861
C -0.044 4.098 5.876 -0.0960
C 0.044 3.185 4.547 -0.2255
N 0.959 3.813 3.538 -0.0496
N 0.336 4.097 2.325 -0.1842
P -1.050 5.247 2.424 0.4734
S -2.613 4.603 1.416 0.1829
C 0.777 3.510 1.213 -0.1187
N 1.806 2.533 0.910 0.0474
C 2.931 2.199 1.773 -0.0331
C 2.673 1.274 3.049 -0.3669
O 3.572 1.287 3.952 0.0448
O 1.536 0.461 3.286 0.0202
C 1.040 1.485 0.161 -0.2634
C 1.765 0.219 -0.458 0.0240
C 2.267 -0.920 0.543 -0.2637
O 3.492 -0.861 0.913 0.0324
C 1.445 -2.180 1.055 -0.1017
C 0.679 -2.989 -0.072 -0.0482
C -0.216 -4.226 0.197 -0.0684
C -0.371 -4.696 1.681 -0.0410
C 0.385 -3.915 2.799 -0.0440
C 1.298 -2.653 2.526 -0.0068
O -0.150 1.360 0.998 -0.0084
C -0.866 0.167 0.808 -0.2042
N -1.586 -0.771 0.553 0.2176
C 0.490 2.505 -0.999 -0.2045
C -0.763 2.050 -1.894 0.0086
B 1.575 2.934 -2.180 -0.4708
O 1.196 3.167 -3.550 0.1136
O 3.011 3.055 -1.904 0.0872
N 0.185 3.739 -0.146 0.1262
B 0.521 5.072 -0.777 -0.4924
O 1.733 5.820 -0.435 0.0783
C -0.474 5.843 -1.847 -0.1370
C 0.287 6.283 -3.207 -0.1108
H 0.820 4.866 5.963 0.0908
H 0.054 3.437 6.819 0.0961
H -1.027 4.682 5.939 0.0686
H -0.975 2.889 4.113 0.1310
H 0.558 2.199 4.877 0.1099
H 1.441 4.651 3.912 0.1403
H -0.681 6.519 1.845 0.0082
H -1.502 5.396 3.796 0.0134
H 3.762 1.688 1.152 0.1639
H 3.405 3.178 2.172 0.1647
H 1.625 0.184 4.240 0.1395
H 2.683 0.463 -1.124 0.1669
H 1.008 -0.285 -1.181 0.1421
H 0.773 -2.633 -1.169 0.1066
H -0.731 -4.710 -0.712 0.1110
H -1.062 -5.592 1.868 0.1012
H 0.223 -4.276 3.881 0.1003
H 1.841 -2.088 3.360 0.0766
H -1.161 2.916 -2.552 0.0976
H -0.393 1.182 -2.566 0.1194
H -1.686 1.710 -1.277 0.1094
H 1.900 3.696 -4.011 0.1375
H 3.139 3.685 -1.146 0.1057
H 1.568 6.788 -0.530 0.1185
H -0.932 6.756 -1.302 0.1212
H -1.342 5.124 -2.059 0.0824
H 0.149 5.528 -4.071 0.0826
H 1.394 6.562 -3.039 0.0888
H -0.232 7.252 -3.577 0.0887
N 1.566 -7.750 2.418 0.0045
C 2.093 -7.926 3.671 -0.1427
C 1.313 -8.841 4.335 -0.1045
C 0.280 -9.236 3.449 -0.1060
C 0.464 -8.550 2.273 -0.1441
H 1.932 -7.130 1.713 0.1146
H 2.974 -7.385 3.981 0.0795
H 1.469 -9.188 5.346 0.0947
H -0.509 -9.946 3.649 0.0947
H -0.094 -8.560 1.349 0.1089
N -4.260 4.118 -3.040 0.0005
C -5.289 3.217 -2.994 -0.1331
C -5.371 2.604 -4.221 -0.1165
C -4.350 3.151 -5.035 -0.1162
C -3.678 4.081 -4.280 -0.1515
H -3.974 4.715 -2.280 0.1337
H -5.874 3.090 -2.095 0.1091
H -6.087 1.844 -4.500 0.0958
H -4.130 2.893 -6.061 0.0953
H -2.839 4.719 -4.517 0.1006
N -7.510 3.964 -6.965 0.0034
C -8.495 4.668 -7.604 -0.1423
C -8.937 3.913 -8.663 -0.1143
C -8.197 2.706 -8.660 -0.1141
C -7.325 2.763 -7.599 -0.1517
H -7.001 4.278 -6.153 0.1296
H -8.794 5.644 -7.252 0.1042
H -9.710 4.198 -9.362 0.0914
H -8.290 1.885 -9.356 0.0910
H -6.591 2.056 -7.243 0.0956
N 4.083 -4.644 4.436 0.0037
C 4.928 -5.424 5.180 -0.1405
C 5.831 -4.597 5.801 -0.1056
C 5.516 -3.268 5.424 -0.1074
C 4.431 -3.328 4.584 -0.1458
H 3.322 -4.985 3.869 0.1185
H 4.815 -6.498 5.201 0.0993
H 6.630 -4.913 6.457 0.0947
H 6.026 -2.367 5.734 0.0927
H 3.879 -2.550 4.078 0.0808
N 2.902 -6.829 -0.864 -0.0019
C 1.910 -6.139 -1.503 -0.1545
C 1.468 -6.905 -2.554 -0.1055
C 2.219 -8.107 -2.544 -0.1040
C 3.094 -8.034 -1.487 -0.1317
H 3.410 -6.501 -0.058 0.1399
H 1.607 -5.164 -1.157 0.0597
H 0.690 -6.631 -3.252 0.0917
H 2.129 -8.935 -3.232 0.0953
H 3.834 -8.732 -1.127 0.1103


(4)
103
Properties=species:S:1:pos:R:3:lowdin_charge:R:1 method="wB97M-V/def2-TZVPD" total_charge=-1 multiplicity=3 s2=2.009 total_energy_ev=-154360.34491 relative_energy_kcal_mol=0.00 mol_weight_g_mol=852.1 homo_lumo_gap_ha="0.2256 / 0.2406"
Ti -1.587 0.128 -0.428 -0.0528
C 1.090 0.153 5.487 -0.1287
C 1.837 -0.532 4.343 -0.5618
C 2.909 0.406 3.797 -0.1257
P 0.695 -1.033 2.953 1.0870
C -0.258 -2.427 3.753 -0.5510
C -0.791 -3.418 2.717 -0.1193
C -1.445 -1.896 4.570 -0.1406
C 1.876 -2.008 1.912 -0.3870
C 2.602 -3.051 2.490 -0.1151
C 3.416 -3.876 1.734 -0.0958
C 3.499 -3.662 0.366 -0.0932
C 2.797 -2.616 -0.213 -0.1083
C 1.981 -1.751 0.532 -0.2812
Si 1.011 -0.304 -0.308 0.6419
C 1.918 1.255 0.344 -0.2885
C 3.281 1.275 0.657 -0.1333
C 3.935 2.445 1.005 -0.0928
C 3.228 3.642 1.049 -0.0878
C 1.875 3.644 0.756 -0.0974
C 1.213 2.462 0.418 -0.3631
P -0.584 2.442 0.013 0.9975
C -1.398 3.261 1.477 -0.5335
C -0.869 2.629 2.764 -0.1495
C -1.365 4.784 1.580 -0.1149
C -0.641 3.711 -1.332 -0.5487
C 0.278 3.291 -2.476 -0.1070
C -2.078 3.899 -1.808 -0.1233
C 1.729 -0.360 -2.119 -0.2870
C 3.080 -0.154 -2.425 -0.1021
C 3.559 -0.190 -3.724 -0.0876
C 2.689 -0.450 -4.775 -0.0909
C 1.347 -0.658 -4.509 -0.0908
C 0.864 -0.599 -3.199 -0.3704
P -0.912 -0.709 -2.788 0.9848
C -1.899 -0.365 -4.317 -0.5512
C -1.797 -1.347 -5.494 -0.1126
C -1.750 1.078 -4.787 -0.1153
C -1.344 -2.496 -2.465 -0.5104
C -0.246 -3.493 -2.807 -0.0989
C -1.797 -2.655 -1.013 -0.1458
H 1.806 0.596 6.185 0.0716
H 0.466 -0.538 6.051 0.0561
H 0.451 0.958 5.113 0.0696
H 2.325 -1.429 4.742 0.0919
H 2.458 1.305 3.368 0.0688
H 3.504 -0.068 3.017 0.0586
H 3.584 0.717 4.600 0.0763
H 0.430 -2.959 4.422 0.0939
H -1.438 -2.900 2.007 0.0450
H -1.396 -4.181 3.216 0.0801
H 0.004 -3.921 2.165 0.0650
H -2.284 -1.691 3.906 0.0127
H -1.234 -0.971 5.103 0.0435
H -1.759 -2.644 5.304 0.0773
H 2.511 -3.240 3.554 0.0924
H 3.963 -4.686 2.203 0.0948
H 4.116 -4.302 -0.255 0.0960
H 2.895 -2.471 -1.281 0.0821
H 3.840 0.345 0.644 0.0975
H 4.992 2.427 1.245 0.0997
H 3.728 4.565 1.315 0.0960
H 1.333 4.582 0.786 0.0867
H -2.439 2.941 1.361 0.0886
H 0.144 2.980 2.977 0.0699
H -0.842 1.540 2.710 -0.0044
H -1.511 2.908 3.604 0.0822
H -0.364 5.152 1.813 0.0605
H -2.015 5.097 2.402 0.0785
H -1.713 5.289 0.679 0.0565
H -0.270 4.654 -0.916 0.0931
H 0.035 2.286 -2.828 0.0468
H 1.327 3.287 -2.177 0.0738
H 0.163 3.976 -3.321 0.0804
H -2.491 2.961 -2.185 0.0218
H -2.118 4.641 -2.611 0.0795
H -2.747 4.225 -1.010 0.0678
H 3.782 0.040 -1.623 0.0905
H 4.611 -0.014 -3.917 0.0971
H 3.054 -0.485 -5.795 0.0960
H 0.671 -0.856 -5.327 0.0755
H -2.906 -0.460 -3.893 0.0572
H -1.076 -1.007 -6.238 0.0610
H -2.762 -1.418 -6.001 0.0784
H -1.512 -2.356 -5.196 0.0568
H -0.730 1.295 -5.114 0.0720
H -2.009 1.786 -3.999 0.0476
H -2.419 1.262 -5.633 0.0808
H -2.211 -2.667 -3.111 0.1036
H 0.669 -3.263 -2.257 0.0652
H 0.002 -3.491 -3.870 0.0672
H -0.552 -4.505 -2.527 0.0816
H -0.946 -2.772 -0.341 0.0584
H -2.450 -3.523 -0.885 0.1001
H -2.430 -1.820 -0.664 -0.0057
S -8.122 -2.509 1.279 0.4314
C -6.689 -1.744 0.934 -1.5381
S -5.377 -1.608 2.035 0.8809
C -4.287 -0.684 1.032 -1.1207
C -4.740 -0.407 -0.215 -1.1523
S -3.895 0.515 -1.442 0.5066
S -6.328 -1.029 -0.588 0.8768
S -2.753 -0.167 1.718 0.5330